[1]
# C31H52N6O4S3SiTi

A molecular structure, C31H52N6O4S3SiTi at a distorted geometry (the ωB97M-V functional and the def2-TZVPD basis, the Open Molecules 2025 dataset).

```
98
Properties=species:S:1:pos:R:3:lowdin_spin:R:1
Ti 1.331 -1.032 0.085 0.935
C 1.496 -4.083 -2.901 0.030
C 1.185 -3.097 -1.804 0.193
N 1.960 -2.129 -1.440 0.151
N 3.114 -1.803 -2.043 0.002
C 3.505 -0.497 -1.868 0.059
N 4.678 -0.178 -2.481 0.029
S 2.641 0.645 -1.010 0.025
C -0.150 -3.139 -1.115 0.111
C -1.129 -4.081 -1.408 0.030
C -2.350 -3.991 -0.740 0.070
C -2.555 -2.970 0.183 0.067
C -1.529 -2.067 0.404 0.028
N -0.339 -2.125 -0.224 0.144
H 2.571 -4.161 -3.075 0.001
H 1.148 -5.084 -2.635 0.004
H 1.009 -3.758 -3.825 0.011
H 3.426 -2.300 -2.865 0.000
H 5.376 -0.902 -2.578 0.002
H 5.038 0.744 -2.262 0.001
H -0.981 -4.865 -2.138 0.001
H -3.140 -4.708 -0.943 0.003
H -3.496 -2.875 0.715 0.003
H -1.638 -1.249 1.110 0.000
C -0.652 1.438 2.934 0.000
C 0.142 1.241 1.632 0.001
C -0.864 1.245 0.465 -0.003
C 1.118 2.408 1.411 0.000
O 0.782 -0.032 1.540 0.010
Si 1.877 -0.652 2.607 -0.002
S 2.815 -2.198 1.606 0.028
O 3.045 0.467 2.951 -0.001
C 3.739 0.617 4.191 0.000
C 4.852 1.637 3.878 0.000
C 4.414 -0.665 4.705 0.000
C 2.837 1.233 5.273 0.000
O 1.135 -1.173 3.984 0.000
C 0.261 -2.288 4.165 0.000
C -0.688 -2.617 3.000 0.001
C 1.064 -3.530 4.582 0.001
C -0.614 -1.884 5.370 0.000
H -1.229 2.368 2.911 0.000
H 0.006 1.482 3.808 0.000
H -1.348 0.609 3.100 0.000
H -1.436 2.178 0.420 0.000
H -1.570 0.411 0.558 0.001
H -0.349 1.109 -0.493 -0.001
H 0.582 3.351 1.251 0.000
H 1.762 2.223 0.544 0.000
H 1.772 2.558 2.274 0.000
H 5.515 1.260 3.091 0.000
H 5.459 1.864 4.761 0.000
H 4.426 2.575 3.501 0.000
H 5.045 -1.116 3.931 0.000
H 3.682 -1.420 5.007 0.000
H 5.043 -0.458 5.578 0.000
H 2.317 2.119 4.891 0.000
H 3.416 1.526 6.156 0.000
H 2.066 0.534 5.609 0.000
H -0.152 -2.992 2.124 0.000
H -1.252 -1.734 2.681 0.000
H -1.409 -3.391 3.287 0.001
H 1.646 -3.937 3.752 0.000
H 0.407 -4.331 4.939 0.000
H 1.776 -3.286 5.378 0.000
H -1.195 -0.982 5.144 0.000
H 0.008 -1.639 6.240 0.000
H -1.309 -2.679 5.657 0.000
C -2.236 5.316 -4.459 0.000
C -1.541 3.967 -4.392 0.000
C -1.683 3.331 -3.015 0.003
N -1.058 2.013 -2.980 0.016
C -1.382 1.024 -2.112 0.030
S -0.158 0.155 -1.382 0.005
N -2.683 0.727 -1.817 0.008
C -3.911 1.030 -2.396 0.003
O -4.905 1.182 -1.689 0.005
C -4.025 1.144 -3.875 0.000
C -5.015 1.983 -4.404 0.000
C -5.174 2.096 -5.786 0.000
C -4.356 1.360 -6.643 0.000
C -3.386 0.504 -6.121 0.000
C -3.224 0.388 -4.739 0.000
H -2.116 5.755 -5.455 0.000
H -1.814 6.012 -3.727 0.000
H -3.308 5.215 -4.260 0.000
H -0.479 4.090 -4.637 0.000
H -1.963 3.306 -5.158 0.000
H -2.727 3.285 -2.699 0.000
H -1.163 3.941 -2.265 0.001
H -0.053 2.053 -3.120 0.001
H -2.794 0.300 -0.906 0.002
H -5.665 2.548 -3.739 0.000
H -5.940 2.750 -6.193 0.000
H -4.483 1.445 -7.720 0.000
H -2.758 -0.079 -6.792 0.000
H -2.477 -0.300 -4.353 0.000
H 2.371 -0.288 1.296 -0.013
```

HOMO (alpha / beta) (hartree): -0.1815 / -0.1847
Spin multiplicity: 3
Frontier orbital gap (alpha / beta) (eV): 4.63 / 4.71
Total charge: 0

---

[2]
# C31H53As2CrN5O10P2

A molecular structure, C31H53As2CrN5O10P2 (the ωB97M-V functional and the def2-TZVPD basis, the Open Molecules 2025 dataset).

```
104
Properties=species:S:1:pos:R:3:lowdin_spin:R:1
Cr -1.677 0.420 1.738 2.983
C 1.670 -0.848 2.288 0.000
P 0.590 0.537 2.733 -0.020
C 1.578 2.044 2.495 -0.003
C 0.356 0.442 4.532 -0.004
C 1.375 -0.006 5.369 -0.002
C 1.190 -0.026 6.743 0.000
C -0.010 0.406 7.291 0.000
C -1.030 0.857 6.467 -0.001
C -0.857 0.876 5.085 0.000
P -2.151 1.470 3.961 -0.010
C -2.004 3.286 3.935 -0.002
C -3.724 1.208 4.833 -0.002
H 2.702 -0.645 2.579 -0.001
H 1.639 -1.012 1.210 0.002
H 1.344 -1.759 2.792 0.000
H 2.497 1.963 3.078 -0.001
H 1.028 2.917 2.846 0.000
H 1.841 2.170 1.446 0.000
H 2.317 -0.345 4.955 0.000
H 1.984 -0.380 7.388 0.000
H -0.152 0.390 8.363 0.000
H -1.959 1.188 6.913 0.000
H -2.025 3.679 4.952 -0.001
H -2.838 3.718 3.378 0.000
H -1.070 3.591 3.465 0.000
H -3.786 1.853 5.710 -0.001
H -3.820 0.171 5.153 0.000
H -4.562 1.458 4.180 0.000
N -1.430 2.204 0.564 -0.012
N -2.010 1.800 -0.684 0.006
C -1.803 0.413 -0.925 0.008
O -2.339 -0.112 -1.861 0.000
O -1.117 -0.192 0.030 0.053
H -1.895 3.062 0.847 0.002
H -0.438 2.418 0.446 0.003
H -1.678 2.330 -1.496 0.000
N -2.957 -3.504 -1.259 0.000
C -2.993 -2.673 -0.055 0.001
C -2.837 -3.443 1.256 0.000
C -2.879 -2.507 2.461 0.002
N -1.682 -1.574 2.453 -0.008
C -4.193 -1.740 2.496 0.001
C -4.504 -0.998 1.202 0.003
N -3.735 0.301 1.159 -0.002
C -4.288 -1.866 -0.038 0.000
H -2.321 -4.287 -1.150 0.000
H -1.492 -2.737 -2.379 0.001
H -3.869 -3.890 -1.477 0.000
H -2.154 -1.986 -0.145 0.000
H -1.902 -4.012 1.256 0.000
H -3.646 -4.171 1.367 0.000
H -2.800 -3.099 3.374 -0.001
H -0.971 -1.999 1.855 0.003
H -1.285 -1.580 3.391 0.004
H -4.224 -1.052 3.345 0.001
H -4.987 -2.469 2.669 0.000
H -5.559 -0.718 1.216 -0.001
H -4.252 0.953 1.745 0.003
H -3.817 0.691 0.217 0.002
H -4.356 -1.261 -0.944 0.000
H -5.129 -2.568 -0.064 0.000
C -2.180 -1.981 -4.521 0.001
O -1.090 -1.115 -4.203 0.023
C -0.302 -1.406 -3.171 0.050
O -0.543 -2.503 -2.452 0.016
C 0.778 -0.622 -2.926 0.057
C 1.107 0.520 -3.741 0.416
As 2.649 0.395 -4.884 0.107
C 3.480 2.164 -4.670 0.024
C 3.881 -0.537 -3.658 0.018
C 3.663 -1.014 -2.434 0.007
As 1.949 -1.057 -1.476 0.037
C 2.123 0.792 -0.784 0.008
C 4.678 -1.753 -1.597 0.003
O 4.692 -2.948 -1.566 0.002
O 5.366 -1.039 -0.679 0.000
C 5.756 0.310 -0.943 0.000
C 5.268 -0.706 -4.205 0.001
O 6.222 -1.021 -3.540 0.000
O 5.320 -0.451 -5.512 0.006
C 6.614 -0.612 -6.126 0.000
C 0.199 1.647 -3.815 0.084
O -0.585 1.972 -2.925 0.094
O 0.332 2.358 -4.940 0.029
C -0.497 3.521 -5.064 0.002
H -2.600 -1.591 -5.442 0.000
H -2.937 -1.952 -3.736 0.000
H -1.833 -3.002 -4.683 0.001
H 2.906 2.888 -5.242 0.000
H 4.488 2.109 -5.079 0.000
H 3.524 2.464 -3.624 0.001
H 2.351 1.490 -1.588 0.004
H 2.904 0.841 -0.023 0.000
H 1.152 1.055 -0.356 0.000
H 5.892 0.783 0.027 0.000
H 5.000 0.851 -1.514 0.000
H 6.695 0.315 -1.492 0.000
H 6.466 -0.389 -7.177 0.000
H 6.962 -1.633 -5.991 0.000
H 7.327 0.076 -5.678 0.000
H -0.260 3.947 -6.033 0.000
H -0.274 4.232 -4.270 0.001
H -1.548 3.242 -5.018 0.001
```

HOMO (alpha / beta) (hartree): -0.4055 / -0.4443
Spin multiplicity: 5
Frontier orbital gap (alpha / beta) (eV): 5.26 / 6.29
Total charge: +2
Relative energy (zero: lowest compared OMol25 entry of this formula, charge and spin) (kJ/mol): 44.9

---

no.,molar mass (g mol⁻¹)
1,744.9
2,919.6